CH4NO2 | ωB97M-V/def2-TZVPD

Geometry as ORCA input:
```
! RIJCOSX wB97M-V def2-TZVPD def2/J DEFGRID3
* xyz -1 1
O 0.27987 -2.62505 -0.70495
H 0.01289 -1.90376 -0.11686
C -0.32610 1.32909 0.80898
N 0.40763 1.77926 -0.29972
O -0.57439 0.12159 0.79447
H 0.22406 -2.26333 -1.59185
H 0.60825 1.04194 -0.98106
H 0.44515 2.77180 -0.39340
*
```

Properties
E_LUMO: 4.39 eV
E_tot: -245.7284 a.u.
orbital gap: 5.95 eV
ΔE to the lowest compared entry with this formula, charge and spin: 43.4 kcal per mole
highest occupied orbital energy: -1.56 eV

Want to see where the charge sits? The Löwdin charges in e are: O -0.106; H -0.008; C -0.626; N -0.069; O -0.236; H 0.009; H 0.035; H 0.002

=====

BrH2PS2 | ωB97M-V/def2-TZVPD

Geometry as ORCA input:
```
! RIJCOSX wB97M-V def2-TZVPD def2/J DEFGRID3
* xyz 0 1
P -0.90662 0.62702 -0.14968
S -1.04359 -0.42500 1.69016
S 1.49018 -0.29908 -0.90146
Br -2.16737 -0.44188 -1.66885
H 0.29556 -0.28114 1.79605
H 2.33184 0.82007 -0.76624
*
```

Properties
E_LUMO: -1.40 eV
E_tot: -3712.9304 a.u.
orbital gap: 7.77 eV
ΔE to the lowest compared entry with this formula, charge and spin: 23.9 kcal per mole
highest occupied orbital energy: -9.17 eV

Want to see where the charge sits? The Löwdin charges in e are: P -0.006; S 0.226; S 0.123; Br 0.106; H -0.214; H -0.235

=====

C40H22BrCl2F4GaN3O6PS2Se | ωB97M-V/def2-TZVPD

Geometry as ORCA input:
```
! RIJCOSX wB97M-V def2-TZVPD def2/J DEFGRID3
* xyz -2 1
Ga 11.33836 13.36901 12.38000
S 10.06646 11.81350 11.22522
C 10.97256 12.31279 9.81392
C 11.56551 11.34164 9.01418
C 12.54070 11.64738 8.06987
C 13.16769 10.53631 7.39397
N 13.57865 9.57890 6.87080
C 12.93573 12.97219 7.82826
C 12.32176 13.96056 8.59918
C 11.36308 13.68636 9.57426
S 10.93027 14.93011 10.67669
C 13.83236 13.32687 6.81008
N 14.55509 13.56788 5.93444
H 11.33783 10.29402 9.09904
H 12.65457 14.97819 8.49649
F 6.49312 19.88334 11.64688
C 7.15904 18.90095 12.27908
C 8.21428 19.23620 13.14922
F 8.51095 20.53304 13.45090
C 8.72438 18.19858 13.93529
F 9.25314 18.52012 15.14149
C 8.61503 16.88622 13.58122
P 9.62463 15.72044 14.39541
C 8.53836 15.06932 15.71300
C 8.08002 13.76328 15.69335
C 7.22001 13.33626 16.71567
C 6.74806 14.20867 17.71523
C 7.14942 15.53654 17.64171
C 8.08042 15.96852 16.67369
C 11.11886 16.51130 14.98743
C 11.79530 16.28978 16.19348
C 13.04512 16.85508 16.40633
C 13.65178 17.69019 15.44263
C 12.99508 17.87320 14.23717
C 11.73251 17.30836 13.99882
C 7.67894 16.56110 12.62333
Br 7.10135 14.83505 12.12600
C 6.93591 17.56031 11.98619
F 5.84974 17.21403 11.24010
H 8.43776 13.11700 14.90302
H 6.92423 12.28890 16.72162
H 6.14625 13.81584 18.54281
H 6.77879 16.22770 18.40212
H 8.44244 16.98025 16.69301
H 11.28050 15.73494 16.98836
H 13.58590 16.57268 17.29896
H 14.60492 18.18631 15.66193
H 13.43351 18.44282 13.42134
H 11.25111 17.53910 13.06003
O 13.06269 13.79350 15.84536
Se 11.55992 13.03476 16.07189
O 10.55250 13.48682 17.32923
O 9.79570 14.63036 13.28769
O 11.61514 11.29653 15.73181
Cl 15.78022 9.38524 16.88321
C 14.20870 8.62665 16.71872
C 13.79047 7.79352 17.74889
C 12.48257 7.30336 17.72360
C 11.66657 7.54331 16.61945
C 12.12769 8.32047 15.55803
Cl 11.06539 8.57751 14.21352
C 13.39248 8.94944 15.58943
N 13.74233 9.96911 14.73077
C 14.75703 9.84284 13.82405
C 15.30543 8.56519 13.50270
C 16.35307 8.44772 12.59910
C 16.91291 9.58386 12.03729
C 16.39692 10.83678 12.31806
C 15.37930 11.01901 13.24537
C 15.02679 12.44527 13.65342
C 13.68960 13.00990 13.13752
O 13.48510 14.21928 12.90559
O 12.73973 12.17100 13.02026
H 14.51121 7.54534 18.50867
H 12.09604 6.69982 18.56495
H 10.63578 7.15152 16.55108
H 13.03962 10.71975 14.64493
H 14.87902 7.69628 13.98938
H 16.80582 7.48869 12.39180
H 17.79766 9.46001 11.40940
H 16.82325 11.69934 11.81421
H 15.86301 13.07397 13.29805
H 14.95561 12.55668 14.74870
*
```

Properties
E_LUMO: 3.30 eV
E_tot: -11511.0655 a.u.
orbital gap: 3.86 eV
ΔE to the lowest compared entry with this formula, charge and spin: 25.4 kcal per mole
highest occupied orbital energy: -0.56 eV

Want to see where the charge sits? The Löwdin charges in e are: Ga 0.260; S 0.719; C -0.657; C -0.062; C -0.192; C -0.177; N 0.139; C -0.208; C -0.062; C -0.682; S 0.732; C -0.196; N 0.145; H 0.114; H 0.106; F 0.107; C -0.120; C -0.091; F 0.089; C -0.204; F 0.089; C -0.243; P 0.875; C -0.280; C -0.081; C -0.062; C -0.087; C -0.092; C -0.072; C -0.265; C -0.085; C -0.066; C -0.069; C -0.086; C -0.080; C -0.523; Br 0.914; C -0.243; F 0.023; H 0.107; H 0.104; H 0.099; H 0.092; H 0.091; H 0.093; H 0.106; H 0.100; H 0.098; H 0.103; O -0.622; Se 0.873; O -0.652; O -0.515; O -0.672; Cl 0.681; C -0.550; C -0.133; C -0.104; C -0.123; C -0.588; Cl 0.705; C -0.314; N 0.058; C -0.198; C -0.034; C -0.119; C -0.136; C -0.071; C -0.133; C -0.027; C -0.607; O 0.008; O -0.042; H 0.085; H 0.100; H 0.102; H 0.084; H 0.103; H 0.088; H 0.088; H 0.105; H 0.119; H 0.123

=====

C6H13O | ωB97M-V/def2-TZVPD

Geometry as ORCA input:
```
! RIJCOSX wB97M-V def2-TZVPD def2/J DEFGRID3
* xyz -2 2
C -0.15143 -1.20076 -2.25515
O 0.56337 -0.87383 -1.14529
C -1.47434 -1.90682 -1.90476
H 0.40399 -1.94228 -2.88651
H -0.35396 -0.33600 -2.92911
H -2.06633 -2.15236 -2.79161
H -2.05366 -1.27671 -1.21942
H -1.22432 -2.83792 -1.37883
C 2.22324 1.37161 1.51762
C 0.83737 1.24861 0.87103
C -0.21810 0.60106 1.69911
C -1.52929 0.86011 1.63366
H 2.57978 0.36148 1.76584
H 2.96528 1.78042 0.82491
H 2.21449 1.96781 2.43299
H 0.91560 0.59059 -0.03596
H 0.50345 2.24071 0.54456
H 0.07199 -0.38769 2.05587
H -2.24455 0.19362 2.10740
H -1.96259 1.69836 1.09364
*
```

Properties
E_LUMO (alpha / beta): 6.67 / 6.54 eV
E_tot: -311.4344 a.u.
orbital gap (alpha / beta): 2.19 / 6.49 eV
ΔE to the lowest compared entry with this formula, charge and spin: 17.0 kcal per mole
highest occupied orbital energy (alpha / beta): 4.48 / 0.05 eV

Want to see where the charge sits? The Löwdin charges in e are: C -0.592; O -0.361; C -0.174; H 0.054; H 0.063; H 0.027; H 0.045; H 0.045; C -0.520; C -0.328; C -0.274; C -0.122; H -0.004; H -0.033; H -0.076; H 0.069; H 0.080; H 0.076; H 0.003; H 0.024

=====

C3H10NO2 | ωB97M-V/def2-TZVPD

Geometry as ORCA input:
```
! RIJCOSX wB97M-V def2-TZVPD def2/J DEFGRID3
* xyz 1 1
C 0.63590 -0.60385 -0.59418
C 0.22298 -0.00164 0.78619
C 1.40407 0.31703 1.68166
O 2.40531 0.82939 1.13523
N -0.38042 -0.15837 -1.75067
H 0.69795 -1.78185 -0.57157
H 1.68765 -0.20383 -0.85648
H -0.34289 -0.86425 1.30172
H -0.32442 0.92092 0.88923
H 1.43080 0.05071 2.76099
H -0.15070 -0.20232 -2.74512
H -0.69266 0.81884 -1.59433
H -1.27332 -0.78023 -1.71103
H -3.39265 0.39825 0.12814
H -3.60420 -0.41846 -1.22966
O -3.02410 -0.21670 -0.55513
*
```

Properties
E_LUMO: -3.65 eV
E_tot: -325.2416 a.u.
orbital gap: 10.18 eV
ΔE to the lowest compared entry with this formula, charge and spin: 47.6 kcal per mole
highest occupied orbital energy: -13.83 eV

Want to see where the charge sits? The Löwdin charges in e are: C -0.087; C -0.163; C -0.199; O 0.028; N 0.155; H 0.169; H 0.142; H 0.143; H 0.117; H 0.142; H 0.157; H 0.158; H 0.166; H 0.097; H 0.008; O -0.033

=====

C3H4N2OS | ωB97M-V/def2-TZVPD

Geometry as ORCA input:
```
! RIJCOSX wB97M-V def2-TZVPD def2/J DEFGRID3
* xyz 0 1
N -1.71302 -0.60336 -1.12775
S -1.08531 0.03802 0.09219
O -1.98935 0.69607 1.03459
C 0.28167 -0.71235 1.09580
C 1.40387 -0.17528 0.67534
N 1.35035 0.59266 -0.51202
C 0.20824 1.05688 -0.77932
H -0.99726 -0.72172 -1.82614
H 0.03833 -1.28573 2.04368
H 2.37113 -0.41787 1.07504
H 0.13135 1.53268 -1.77142
*
```

Properties
E_LUMO: -0.65 eV
E_tot: -699.5086 a.u.
orbital gap: 9.16 eV
SMILES string: N=[S@@]1(=O)C=CN=C1
ΔE to the lowest compared entry with this formula, charge and spin: 102.6 kcal per mole
highest occupied orbital energy: -9.81 eV

Want to see where the charge sits? The Löwdin charges in e are: N -0.215; S 0.720; O -0.352; C -0.120; C -0.198; N 0.002; C -0.192; H 0.010; H 0.121; H 0.108; H 0.115